{"formula": "C2Cl2N2S", "method": "ωB97M-V with the def2-TZVPD basis set", "lumo_energy_ha": [-0.019, -0.019], "total_energy_ha": -1504.097770, "charge": 0, "orbital_gap_ev": [8.17, 8.17], "species": ["C", "C", "N", "N", "S", "Cl", "Cl"], "xyz": [[-0.9693, -0.4223, 0.6528], [0.3844, 0.5701, -1.0351], [0.0134, -0.6316, 1.3270], [1.2571, -0.6856, 1.0453], [1.7368, -0.0036, -0.4198], [-2.4840, -0.0156, 1.0152], [0.0616, 1.1886, -2.5854]], "atomic_forces_ev_per_a": [[0.9, 1.0, -2.2], [-1.3, -0.7, 0.7], [1.7, -0.8, 0.0], [1.1, -0.2, 1.1], [-0.7, 0.2, -0.3], [-1.9, 0.6, 0.1], [0.2, -0.2, 0.5]]}


{"formula": "C5H8O", "method": "ωB97M-V with the def2-TZVPD basis set", "smiles": "O=CC1=CCC1.[H][H]", "lumo_energy_ha": 0.011, "total_energy_ha": -270.421418, "charge": 0, "orbital_gap_ev": 9.70, "species": ["O", "C", "C", "C", "C", "C", "H", "H", "H", "H", "H", "H", "H", "H"], "xyz": [[2.9228, -0.5342, -0.4741], [2.0572, 0.2769, -0.2212], [0.6292, 0.0040, -0.2403], [-0.2283, -1.2359, -0.3614], [-1.4368, -0.2503, -0.3464], [-0.4214, 0.8412, -0.1459], [2.3049, 1.3308, 0.0407], [-0.1853, 0.6799, 1.6268], [-0.0947, -1.7996, -1.2858], [-0.2097, -1.9316, 0.4877], [-1.8839, -0.0912, -1.3268], [-2.2322, -0.4360, 0.3879], [-0.5409, 1.9205, -0.0653], [-0.8315, 0.9908, 1.8538]], "atomic_forces_ev_per_a": [[-0.2, 0.3, 0.2], [0.2, -0.1, -0.2], [0.0, 0.1, -0.5], [0.0, -0.2, -0.2], [-0.2, 0.0, -0.2], [0.3, 0.0, -1.2], [0.1, -0.1, -0.1], [-0.7, 0.3, 1.3], [0.0, 0.0, 0.1], [0.1, 0.2, -0.1], [-0.2, -0.3, -0.1], [0.3, 0.3, -0.1], [0.2, -0.3, -0.1], [0.1, -0.1, 1.1]]}


{"formula": "C24H20BrN3O5Os", "method": "ωB97M-V with the def2-TZVPD basis set", "lumo_energy_ha": 0.005, "total_energy_ha": -4131.734544, "charge": 0, "orbital_gap_ev": 7.64, "species": ["Os", "O", "C", "C", "C", "C", "C", "C", "C", "N", "N", "C", "O", "C", "C", "C", "C", "C", "C", "H", "H", "H", "H", "H", "H", "H", "H", "H", "H", "N", "C", "O", "C", "C", "H", "H", "H", "H", "H", "H", "Br", "C", "C", "C", "C", "C", "C", "C", "O", "O", "H", "H", "H", "H"], "xyz": [[0.0911, -0.1031, 0.4293], [2.0744, 0.1451, 0.5440], [3.0375, -0.6764, 0.2025], [4.3634, -0.2153, 0.3348], [5.4302, -1.0147, 0.0065], [5.2319, -2.3143, -0.4785], [3.9476, -2.7737, -0.6247], [2.8323, -1.9796, -0.2961], [1.5325, -2.5472, -0.5218], [0.3962, -1.9695, -0.3464], [-0.7116, -2.7457, -0.6743], [-1.7602, -1.9897, -0.6685], [-1.7129, -0.7241, -0.3934], [-3.0864, -2.5701, -0.9905], [-3.2491, -3.9494, -1.0913], [-4.4967, -4.4806, -1.3721], [-5.5881, -3.6410, -1.5568], [-5.4274, -2.2666, -1.4600], [-4.1801, -1.7311, -1.1747], [4.5052, 0.7917, 0.7049], [6.4363, -0.6315, 0.1239], [6.0735, -2.9409, -0.7387], [3.7695, -3.7722, -1.0074], [1.4808, -3.5661, -0.8926], [-2.3901, -4.5899, -0.9469], [-4.6199, -5.5533, -1.4467], [-6.5622, -4.0589, -1.7767], [-6.2744, -1.6093, -1.6085], [-4.0416, -0.6613, -1.1006], [0.0252, 0.0109, 3.9127], [-0.6800, -0.5620, 2.9474], [-0.1473, -1.3782, 2.1556], [-2.0910, -0.1548, 2.7003], [-1.8289, 0.8222, 1.5807], [1.0287, -0.0899, 3.8891], [-0.3814, 0.7146, 4.5037], [-2.5331, 0.2784, 3.6007], [-2.6800, -1.0068, 2.3698], [-1.5040, 1.8053, 1.8817], [-2.3659, 0.7264, 0.6530], [2.2481, 7.9245, -1.8215], [1.6820, 6.1926, -1.3102], [1.6147, 5.8745, 0.0373], [1.2044, 4.6043, 0.4057], [0.8666, 3.6700, -0.5658], [0.9402, 4.0047, -1.9128], [1.3483, 5.2724, -2.2919], [0.4570, 2.3063, -0.1672], [0.3883, 1.9593, 1.0479], [0.1854, 1.4213, -1.0352], [1.8819, 6.6097, 0.7831], [1.1490, 4.3251, 1.4490], [0.6794, 3.2629, -2.6554], [1.4107, 5.5446, -3.3359]], "atomic_forces_ev_per_a": [[-2.1, 1.3, 0.7], [0.1, 0.0, 0.0], [0.0, -0.1, 0.1], [0.0, 0.0, 0.0], [0.0, 0.0, 0.0], [0.0, 0.0, 0.0], [0.0, 0.0, 0.0], [0.0, 0.0, 0.0], [0.0, 0.0, 0.1], [0.1, 0.0, -0.2], [0.0, 0.1, -0.1], [0.0, 0.0, -0.1], [0.1, -0.2, -0.1], [0.0, 0.0, 0.0], [0.0, 0.0, 0.0], [0.0, 0.0, 0.0], [0.0, 0.0, 0.0], [0.0, 0.0, 0.0], [0.0, 0.0, 0.0], [0.0, 0.0, 0.0], [0.0, 0.0, 0.0], [0.0, 0.0, 0.0], [0.0, 0.0, 0.0], [0.0, 0.0, 0.0], [0.0, 0.0, 0.0], [0.0, 0.0, 0.0], [0.0, 0.0, 0.0], [0.0, 0.0, 0.0], [0.0, 0.0, 0.0], [0.0, 0.0, 0.1], [0.1, -0.4, -0.1], [0.7, -0.2, 0.2], [-0.2, 0.3, 0.1], [1.5, -0.9, -1.0], [0.0, 0.0, 0.0], [0.0, 0.0, 0.0], [-0.2, 0.1, -0.1], [0.1, -0.1, 0.0], [-0.2, 0.0, 0.1], [-0.7, 0.4, 0.5], [0.0, 0.0, 0.0], [0.0, 0.0, 0.0], [0.0, 0.0, 0.0], [0.0, 0.0, 0.0], [0.0, 0.0, 0.0], [0.0, 0.0, 0.0], [0.0, 0.0, 0.0], [0.2, 0.0, -0.2], [0.4, 0.0, -0.3], [0.2, -0.3, 0.0], [0.0, 0.0, 0.0], [0.0, 0.0, 0.0], [0.0, 0.0, 0.0], [0.0, 0.0, 0.0]]}


Copy entry 2 word for word.
{"formula": "C5H8O", "method": "ωB97M-V with the def2-TZVPD basis set", "smiles": "O=CC1=CCC1.[H][H]", "lumo_energy_ha": 0.011, "total_energy_ha": -270.421418, "charge": 0, "orbital_gap_ev": 9.70, "species": ["O", "C", "C", "C", "C", "C", "H", "H", "H", "H", "H", "H", "H", "H"], "xyz": [[2.9228, -0.5342, -0.4741], [2.0572, 0.2769, -0.2212], [0.6292, 0.0040, -0.2403], [-0.2283, -1.2359, -0.3614], [-1.4368, -0.2503, -0.3464], [-0.4214, 0.8412, -0.1459], [2.3049, 1.3308, 0.0407], [-0.1853, 0.6799, 1.6268], [-0.0947, -1.7996, -1.2858], [-0.2097, -1.9316, 0.4877], [-1.8839, -0.0912, -1.3268], [-2.2322, -0.4360, 0.3879], [-0.5409, 1.9205, -0.0653], [-0.8315, 0.9908, 1.8538]], "atomic_forces_ev_per_a": [[-0.2, 0.3, 0.2], [0.2, -0.1, -0.2], [0.0, 0.1, -0.5], [0.0, -0.2, -0.2], [-0.2, 0.0, -0.2], [0.3, 0.0, -1.2], [0.1, -0.1, -0.1], [-0.7, 0.3, 1.3], [0.0, 0.0, 0.1], [0.1, 0.2, -0.1], [-0.2, -0.3, -0.1], [0.3, 0.3, -0.1], [0.2, -0.3, -0.1], [0.1, -0.1, 1.1]]}